Record 1
{"formula": "C20H17N3O2S", "method": "the ωB97M-V functional and the def2-TZVPD basis", "species": ["C", "N", "C", "C", "H", "C", "C", "H", "H", "C", "H", "C", "O", "C", "C", "O", "C", "N", "C", "C", "C", "C", "H", "C", "H", "C", "S", "H", "C", "C", "H", "H", "H", "H", "H", "H", "C", "H", "H", "N", "H", "C", "H"], "coordinates": [[-5.671, 1.831, 0.585], [-2.640, -1.025, -0.379], [4.489, 0.625, 0.332], [5.380, 1.709, 0.463], [1.191, -3.621, -1.883], [2.667, -1.488, 0.022], [-2.645, 0.345, -0.482], [5.751, -0.832, 1.290], [-3.674, -1.139, 2.131], [-3.722, 1.229, -0.148], [-5.447, 3.972, 0.242], [1.754, -2.646, -0.074], [1.717, -3.515, 0.766], [-3.780, 2.594, -0.283], [5.035, 2.953, 0.010], [-4.878, 0.766, 0.383], [-1.393, -1.370, -0.808], [-0.712, -0.307, -1.155], [-5.050, 2.979, 0.195], [4.798, -0.670, 0.807], [0.890, -2.732, -1.325], [-3.652, -1.921, 0.118], [6.340, 1.540, 0.930], [3.908, -1.692, 0.671], [5.723, 3.779, 0.115], [3.229, 0.844, -0.285], [-0.857, -3.018, -0.894], [-4.297, -2.786, 1.978], [3.784, 3.171, -0.591], [2.337, -0.234, -0.442], [3.530, 4.162, -0.936], [1.932, 2.294, -1.192], [-4.631, -1.517, -0.145], [-3.513, -2.884, -0.383], [1.369, -0.037, -0.881], [-6.639, 1.644, 1.005], [2.899, 2.140, -0.735], [-2.557, -2.491, 1.889], [4.129, -2.681, 1.045], [-1.491, 0.760, -0.949], [0.938, -1.851, -1.957], [-3.536, -2.094, 1.629], [-3.003, 3.215, -0.675]], "smiles": "CCn1c(SCC(=O)c2ccc3ccccc3c2)nnc1-c1ccco1", "de_lowest_kcal_mol": 45.60, "energy_ha": -1485.25874, "e_homo_ev": -7.977}

***

Record 2
{"formula": "CH5Cl2PSi", "method": "the ωB97M-V functional and the def2-TZVPD basis", "species": ["H", "H", "C", "H", "Si", "Cl", "H", "Cl", "H", "P"], "coordinates": [[1.044, 0.875, -2.382], [0.070, 0.949, -0.955], [1.094, 1.029, -1.344], [-0.315, -2.791, 0.548], [-1.175, -0.727, 1.707], [-1.574, 0.877, 2.832], [1.784, 0.304, -1.064], [-2.860, -0.580, 0.447], [1.555, 2.111, -1.266], [0.377, -2.047, 1.475]], "smiles": "P=[Si](Cl)Cl.C", "de_lowest_kcal_mol": 38.30, "energy_ha": -1592.36088, "e_homo_ev": -9.004}

***

Record 3
{"formula": "C5H13NS", "method": "the ωB97M-V functional and the def2-TZVPD basis", "species": ["N", "C", "H", "H", "C", "H", "H", "H", "H", "H", "H", "H", "H", "C", "C", "H", "C", "H", "H", "S"], "coordinates": [[0.222, -1.402, 1.101], [1.029, 1.299, -0.291], [2.067, 2.115, -2.280], [0.339, 0.505, 2.022], [-0.387, 0.801, 0.007], [0.091, -3.446, 0.878], [-1.793, -3.477, -0.522], [-1.221, -0.273, 1.861], [-2.673, -2.694, 0.824], [-1.895, -1.672, -0.132], [1.804, 0.578, -0.543], [-0.687, 0.209, -0.851], [-1.034, 1.622, 0.314], [-1.751, -2.699, 0.223], [-0.298, -0.030, 1.321], [1.029, -1.577, 1.714], [-0.575, -2.620, 1.184], [-0.776, -2.825, 2.245], [1.419, 1.903, 0.529], [0.873, 2.414, -1.769]], "de_lowest_kcal_mol": 25.50, "energy_ha": -650.89261, "total_charge": 1, "s2": 0.754, "e_homo_ev": [-12.328, -12.306], "spin_multiplicity": 2}

***

Record 4
{"formula": "C52H50BF4IN7O2PRb", "method": "the ωB97M-V functional and the def2-TZVPD basis", "species": ["F", "C", "C", "H", "H", "H", "C", "O", "N", "H", "H", "F", "H", "H", "C", "C", "H", "H", "N", "P", "N", "H", "C", "H", "C", "H", "B", "C", "H", "H", "H", "C", "C", "H", "H", "C", "C", "H", "C", "C", "C", "H", "O", "H", "H", "C", "H", "C", "C", "C", "H", "H", "C", "C", "H", "N", "C", "H", "C", "N", "H", "C", "C", "C", "H", "C", "F", "H", "H", "C", "H", "C", "C", "F", "H", "C", "C", "H", "C", "C", "C", "H", "H", "H", "H", "C", "Rb", "C", "H", "C", "C", "N", "C", "C", "H", "C", "C", "C", "N", "H", "H", "H", "C", "C", "H", "I", "H", "C", "H", "H", "C", "C", "H", "C", "H", "C", "H", "C", "H"], "coordinates": [[-4.054, 3.448, -1.842], [2.230, 0.652, -4.141], [1.556, 4.343, -2.844], [3.722, -3.316, -2.099], [2.887, -4.217, -4.273], [3.878, -0.404, -5.010], [-2.005, 4.674, 3.365], [2.401, 1.052, 0.885], [-3.660, -1.339, 0.581], [-4.721, -0.944, -4.318], [-0.074, 4.107, 0.659], [-2.886, 1.621, -1.166], [3.233, -1.406, 4.539], [-5.425, -0.232, 0.645], [2.346, 2.282, -6.369], [3.107, -7.233, 3.383], [2.394, 2.927, -7.236], [-0.244, -0.625, 2.946], [-3.110, -2.236, 1.392], [0.064, 1.941, -2.941], [-1.867, -1.494, -2.674], [-1.573, 1.014, -4.468], [0.048, -3.407, 1.938], [2.246, -1.746, -0.822], [3.182, 0.416, -5.120], [0.625, -3.580, -5.031], [-4.181, 2.162, -1.346], [-3.117, -1.159, -2.909], [-1.464, 6.466, -1.756], [-2.406, 0.324, 2.199], [-0.972, -2.383, -5.789], [2.740, -0.272, 2.803], [-0.124, -5.842, 2.173], [0.744, 7.538, -2.099], [-1.515, -1.017, 5.690], [1.320, 1.693, -4.272], [3.847, 1.895, 4.177], [3.981, 1.053, -7.004], [-4.789, -0.945, 1.128], [3.820, 0.647, 4.774], [1.802, -7.168, 2.970], [2.015, 3.071, 0.616], [-0.542, -2.302, 1.713], [2.262, 2.071, -0.830], [4.887, -6.113, 3.817], [-2.497, 0.967, 3.073], [4.207, 0.520, 5.776], [-3.698, -1.245, -4.170], [-0.615, 5.876, -2.070], [1.707, 5.702, -2.637], [-3.156, -0.619, 5.146], [-3.527, 0.966, 3.440], [-2.125, -0.770, 4.822], [0.261, -2.316, -3.316], [0.702, 3.337, -5.504], [1.974, -1.245, 2.222], [1.021, -3.180, -4.110], [-0.703, -6.753, 2.085], [3.864, -6.061, 3.472], [0.729, -1.820, -2.170], [-1.562, 1.205, 4.847], [0.306, 3.744, -2.701], [3.240, 1.231, -6.237], [3.274, -0.422, 4.093], [0.451, 0.015, 4.456], [-1.153, 4.911, 2.296], [-4.856, 1.376, -2.271], [2.678, 6.161, -2.776], [3.400, 3.050, 2.445], [-0.773, 4.519, -2.284], [3.670, 2.528, 0.176], [-2.461, 3.391, 3.582], [1.987, -4.757, 2.694], [-4.850, 2.155, -0.142], [-3.159, 3.197, 4.394], [-1.110, -1.937, -3.677], [-2.918, -1.699, -5.222], [3.892, -3.941, 3.190], [-1.443, 1.990, -4.003], [3.319, -4.853, 3.128], [-0.679, -4.643, 1.856], [-3.671, -0.796, -2.056], [-3.321, -1.773, -6.223], [-3.592, -3.103, 3.279], [-1.701, -4.595, 1.494], [3.367, 2.063, 2.882], [-0.765, 0.225, -0.310], [1.930, -2.174, -1.763], [2.189, 0.022, -3.263], [-0.248, 0.216, 3.645], [2.605, 2.254, 0.187], [-1.608, 0.436, 4.165], [-4.953, -1.600, 2.356], [-2.032, 2.360, 2.749], [2.415, 3.747, -3.127], [1.421, -3.485, 2.352], [-3.850, -2.414, 2.498], [2.283, -3.542, -3.681], [2.251, -2.453, 2.568], [-2.086, -1.601, 4.119], [-0.820, 5.922, 2.091], [-2.308, 2.187, -3.376], [-0.732, 3.867, 1.491], [0.621, 6.475, -2.260], [-2.074, -2.431, 1.325], [-6.430, -1.328, 3.818], [4.251, 2.748, 4.707], [1.218, -5.941, 2.616], [0.063, 1.103, 3.087], [-2.313, 5.485, 4.012], [-1.127, 2.539, 1.695], [1.391, 2.509, -5.397], [1.201, -8.066, 2.904], [2.832, 0.998, 2.177], [3.555, -8.182, 3.640], [2.751, -3.039, -2.476], [-1.375, 2.760, -4.771], [-1.603, -2.052, -4.979], [-1.736, 4.062, -2.113]], "de_lowest_kcal_mol": 4.99, "energy_ha": -3633.01166, "total_charge": -1, "e_homo_ev": -3.986}